58
Properties=species:S:1:pos:R:3:forces:R:3 method="wB97M-V/def2-TZVPD" lumo_energy_ev=-8.25 charge=+2 homo_ev=-14.6013 spin_multiplicity=1
Pt 0.203 -0.628 0.246 -0.435 0.115 0.317
C 3.418 -3.358 0.234 0.055 0.054 -0.034
C 2.834 -4.475 0.821 0.054 -0.006 -0.011
C 1.478 -4.506 1.096 -0.155 -0.029 -0.068
C 0.697 -3.397 0.778 0.131 0.099 0.001
C 1.313 -2.289 0.213 0.340 0.398 -0.201
C 2.657 -2.231 -0.077 -0.147 -0.280 0.058
C -0.730 -3.219 0.956 0.143 -0.049 -0.150
C -1.626 -4.229 1.328 -0.047 0.050 0.036
C -2.961 -3.962 1.336 0.084 -0.072 -0.017
C -3.439 -2.686 0.971 -0.175 0.020 0.052
C -4.826 -2.408 0.961 0.026 0.016 -0.013
C -5.286 -1.169 0.620 0.041 0.014 -0.007
C -4.364 -0.166 0.270 -0.058 0.005 0.007
C -3.013 -0.400 0.259 0.003 -0.041 -0.025
C -2.524 -1.671 0.612 0.215 -0.001 0.127
N -1.170 -1.989 0.643 -0.550 -0.203 -0.155
H 4.478 -3.355 0.017 -0.001 -0.026 0.010
H 3.447 -5.330 1.067 0.002 -0.005 -0.010
H 1.039 -5.384 1.552 0.000 0.010 0.011
H 3.111 -1.357 -0.525 0.043 0.003 -0.002
H -1.241 -5.207 1.574 0.021 0.011 0.008
H -3.671 -4.735 1.602 -0.016 0.018 0.015
H -5.510 -3.200 1.233 0.000 -0.003 0.005
H -6.345 -0.957 0.616 -0.003 0.005 0.006
H -4.726 0.819 0.007 0.000 0.004 -0.016
H -2.345 0.397 -0.024 0.041 -0.005 -0.022
O -1.553 3.057 0.227 -0.036 0.092 -0.108
C -1.075 2.494 1.173 0.110 -0.121 0.176
C -1.094 2.906 2.641 -0.078 0.058 0.015
C -0.367 1.785 3.402 0.099 -0.043 0.044
C -0.077 0.816 2.307 -0.212 0.138 -0.732
O 0.412 -0.360 2.325 0.051 0.229 0.239
N -0.414 1.261 1.087 0.249 -0.121 0.477
H -2.134 3.011 2.949 0.005 0.028 0.010
H -0.622 3.880 2.758 -0.014 0.004 -0.035
H -0.953 1.318 4.193 -0.009 -0.016 -0.007
H 0.574 2.112 3.847 -0.009 -0.025 0.031
C -2.453 0.669 -3.400 0.040 0.068 0.037
N -1.407 1.589 -2.922 -0.059 0.073 -0.016
C -1.786 3.013 -2.945 -0.005 -0.115 0.109
C -0.284 1.156 -2.385 -0.169 -0.320 0.053
S -0.188 -0.601 -1.996 0.255 -0.130 -0.201
N 0.787 1.928 -2.256 0.190 0.128 0.064
C 1.077 3.039 -3.185 0.042 -0.091 0.052
C 1.926 1.547 -1.425 -0.060 -0.017 -0.138
H -3.120 1.251 -4.029 -0.032 -0.030 -0.005
H -3.010 0.254 -2.560 -0.001 -0.006 -0.051
H -2.027 -0.130 -3.999 -0.011 -0.019 0.034
H -2.806 3.066 -2.572 -0.029 0.048 -0.025
H -1.745 3.418 -3.955 -0.022 0.005 0.007
H -1.155 3.575 -2.268 -0.060 0.019 0.001
H 0.421 2.988 -4.048 0.049 0.003 0.018
H 2.102 2.907 -3.529 0.009 0.036 -0.007
H 0.982 4.005 -2.693 0.011 0.015 -0.020
H 1.602 1.198 -0.439 0.050 0.031 -0.003
H 2.516 2.442 -1.238 0.031 -0.011 0.017
H 2.543 0.796 -1.921 0.005 -0.014 0.041

8
Properties=species:S:1:pos:R:3:forces:R:3 method="wB97M-V/def2-TZVPD" lumo_energy_ev="-11.40 / -13.28" charge=+2 homo_ev="-16.2867 / -19.7230" spin_multiplicity=3
O 1.737 0.097 0.755 0.513 2.310 -1.890
C 0.635 -0.623 0.575 -1.230 -0.637 1.053
C -0.244 -0.180 -0.560 2.833 -0.100 -1.295
C -1.459 0.279 -0.223 -3.686 1.203 1.276
O -2.457 0.692 0.178 2.404 -1.028 -1.077
Yb 1.635 1.629 -0.652 -0.391 -2.368 1.754
H 0.208 -1.154 1.435 0.365 0.135 -0.237
H -0.055 -0.740 -1.508 -0.807 0.485 0.416

67
Properties=species:S:1:pos:R:3:forces:R:3 method="wB97M-V/def2-TZVPD" lumo_energy_ev=-5.29 charge=+1 homo_ev=-10.1179 spin_multiplicity=1
Au 0.152 -0.167 -0.010 0.883 -0.575 0.841
N 2.965 -3.599 -4.685 -0.268 -0.517 -1.057
C 3.102 -2.890 -3.543 0.233 0.673 0.934
C 2.316 -3.209 -2.410 0.300 0.021 -0.726
C 2.475 -2.501 -1.251 0.555 0.754 0.270
C 3.393 -1.437 -1.202 -0.075 -0.171 -0.162
C 4.157 -1.097 -2.322 -0.331 0.009 0.729
C 4.015 -1.812 -3.484 -0.493 -0.679 -0.230
S 3.751 -0.653 0.337 0.487 -1.062 -1.386
O 4.732 0.354 0.060 -0.080 0.300 0.325
O 4.037 -1.711 1.262 -0.051 0.280 0.457
N 2.274 -0.038 0.655 -0.886 1.031 0.579
C 2.101 0.717 1.797 0.099 -0.299 -0.358
N 3.103 1.050 2.607 -0.250 0.067 -0.001
C 2.772 1.823 3.635 0.094 -0.026 0.004
C 1.478 2.270 3.878 0.047 0.030 0.039
C 0.507 1.833 3.004 -0.031 -0.156 -0.068
N 0.806 1.042 1.975 -0.140 0.347 0.333
H 2.452 -4.465 -4.675 0.172 0.104 -0.017
H 3.633 -3.477 -5.429 -0.089 -0.101 0.154
H 1.619 -4.038 -2.456 0.020 -0.024 -0.040
H 1.913 -2.768 -0.365 0.078 -0.036 0.028
H 4.868 -0.285 -2.246 -0.021 -0.029 0.022
H 4.611 -1.565 -4.355 -0.013 -0.053 -0.008
H 3.588 2.100 4.295 -0.017 -0.003 -0.004
H 1.244 2.913 4.713 0.016 -0.023 -0.013
H -0.536 2.099 3.126 0.001 0.018 0.003
C -1.821 2.338 -3.776 -0.064 0.031 0.101
C -0.361 1.995 -3.546 -0.107 -0.105 -0.074
C 0.540 3.144 -3.941 -0.003 0.098 0.036
O -0.211 1.786 -2.089 0.085 -0.297 0.409
B -0.164 0.451 -1.914 0.062 -0.516 -0.886
O -0.184 -0.333 -3.021 -0.159 0.273 0.420
C 0.057 0.606 -4.144 0.085 0.124 0.011
C 1.535 0.517 -4.458 0.100 -0.119 0.029
C -0.767 0.168 -5.331 0.038 -0.133 -0.058
H -2.080 3.196 -3.156 -0.003 0.012 -0.033
H -2.476 1.508 -3.503 -0.009 -0.012 -0.013
H -2.002 2.599 -4.820 0.006 -0.027 0.045
H 0.151 4.071 -3.521 0.001 -0.007 -0.015
H 0.566 3.246 -5.028 -0.009 -0.002 0.045
H 1.554 3.004 -3.572 -0.019 -0.022 -0.047
H 2.145 0.805 -3.601 0.023 -0.032 -0.012
H 1.795 1.153 -5.305 -0.023 -0.017 0.030
H 1.774 -0.516 -4.713 0.036 0.036 0.030
H -1.819 0.070 -5.082 -0.111 0.002 0.008
H -0.401 -0.795 -5.692 -0.010 0.056 0.018
H -0.665 0.891 -6.143 -0.001 -0.030 0.028
C -3.762 0.009 0.274 -0.002 0.000 -0.037
N -3.510 -0.784 -0.921 0.034 0.109 0.079
C -2.553 -1.708 -1.074 -0.367 -0.021 -0.132
Se -1.247 -2.236 0.183 -0.111 0.898 -0.778
N -2.646 -2.194 -2.317 -0.037 -0.064 0.012
C -3.659 -1.545 -3.016 0.160 -0.119 0.034
C -4.127 -1.665 -4.316 -0.025 -0.009 -0.124
C -5.153 -0.814 -4.685 0.051 -0.025 0.025
C -5.695 0.118 -3.787 0.038 -0.002 0.066
C -5.238 0.220 -2.485 -0.064 0.020 -0.032
C -4.206 -0.637 -2.123 0.045 0.052 0.189
H -3.107 -0.338 1.066 -0.010 -0.009 0.021
H -4.800 -0.114 0.578 -0.001 0.001 -0.007
H -3.560 1.059 0.065 0.006 0.010 -0.008
H -1.996 -2.870 -2.681 0.100 -0.033 -0.067
H -3.712 -2.386 -5.009 -0.006 0.032 0.019
H -5.550 -0.868 -5.690 0.017 0.003 0.030
H -6.491 0.771 -4.120 0.004 -0.035 0.015
H -5.664 0.928 -1.787 0.011 -0.003 -0.025

Largest force on an atom? In order: 0.774, 4.082, 1.813 eV/A.